A structure of composition C35H38F2NO9PTi, computed with ωB97M-V with the def2-TZVPD basis set.

Atoms and positions in Å:
Ti 0.04639 -0.49925 1.00617
C -1.22265 0.02243 -6.07508
C -1.95641 -1.26524 -5.69477
C -3.38661 -1.22955 -6.23922
C -4.32610 -2.10612 -5.41700
C -4.31203 -1.61927 -3.99822
C -5.48950 -1.41651 -3.23839
C -5.33631 -0.96586 -1.94196
F -6.47687 -0.75897 -1.21013
C -4.12381 -0.71715 -1.34613
C -2.93179 -0.92077 -2.09803
C -1.64273 -0.74925 -1.51766
O -1.54037 -0.27836 -0.31938
C -0.50813 -1.14679 -2.33270
C -0.69498 -1.46479 -3.63260
N -1.92881 -1.46803 -4.24326
C -3.07860 -1.32829 -3.45197
C 0.89994 -1.24393 -1.80727
O 1.81553 -1.50400 -2.58487
O 1.06839 -1.06897 -0.53331
H -1.25484 0.17074 -7.15825
H -0.18161 -0.00004 -5.75481
H -1.70459 0.87289 -5.58883
H -1.42622 -2.11381 -6.14643
H -3.36610 -1.52435 -7.29253
H -3.75529 -0.20025 -6.19846
H -3.98219 -3.14858 -5.46776
H -5.33915 -2.07996 -5.82545
H -6.47353 -1.60004 -3.64956
H -4.05104 -0.38126 -0.32182
H 0.15372 -1.73098 -4.24929
F 4.94471 -1.37034 5.04489
C 3.88146 -1.19245 4.18904
C 2.81555 -0.42385 4.59750
C 1.74830 -0.25794 3.71288
C 1.70872 -0.81622 2.42683
C 2.82857 -1.59653 2.09258
C 3.91084 -1.79308 2.94836
H 2.82487 0.03007 5.58253
H 0.90824 0.34569 4.05080
H 2.86799 -2.05477 1.10794
H 4.76823 -2.39277 2.66224
C 4.23518 0.36832 -0.93838
C 4.04030 1.71156 -0.24761
C 4.08025 2.85150 -1.26071
C 5.10615 1.91865 0.82585
O 2.80036 1.62712 0.47278
P 1.36367 2.23697 0.06185
O 1.13936 2.27610 -1.39219
O 0.40457 1.49631 0.97463
O 1.41565 3.78272 0.57974
C 1.29823 4.21714 1.94471
C -0.17598 4.19716 2.34097
C 2.12866 3.38029 2.91069
C 1.81821 5.65196 1.92280
H 5.17126 0.36038 -1.50475
H 3.40280 0.16236 -1.61383
H 4.26301 -0.42663 -0.19117
H 5.07960 2.89892 -1.70257
H 3.86872 3.80509 -0.77145
H 3.33786 2.69300 -2.03974
H 6.10605 1.81413 0.39596
H 4.97626 1.17359 1.61266
H 5.01873 2.91586 1.26280
H -0.55108 3.17556 2.29233
H -0.75251 4.81604 1.65065
H -0.30185 4.58335 3.35599
H 1.81824 2.33878 2.89096
H 2.00306 3.76799 3.92541
H 3.18516 3.42742 2.64888
H 1.24712 6.24460 1.20608
H 2.86801 5.65931 1.62244
H 1.73048 6.10717 2.91249
O -1.30479 -0.66057 2.51954
C -1.35683 -1.90550 2.30955
O -0.62096 -2.38194 1.40561
C -2.26193 -2.79086 3.10978
C -3.07438 -2.25913 4.10427
C -3.90956 -3.08925 4.83563
C -3.93413 -4.45552 4.57526
C -3.12134 -4.98784 3.58085
C -2.28699 -4.15601 2.84898
H -3.03593 -1.19183 4.28339
H -4.54447 -2.67133 5.60782
H -4.58872 -5.10450 5.14562
H -3.14031 -6.05106 3.37317
H -1.64639 -4.54087 2.06564

Forces on atoms 1 to 2 (eV/Å):
Ti 1.0 1.4 -0.9
C 0.0 0.0 0.0

Summary:
* energy relative to the best compared isomer or geometry (same formula, charge and spin): 10.8 kcal per mole
* total energy: -3479.3882 Eh
* HOMO-LUMO gap (alpha / beta): 0.1425 / 0.2568 Ha
* highest occupied orbital energy (alpha / beta): 0.44 / -2.67 eV
* spin multiplicity: 3
* expectation value of S²: 2.03
* charge: -2


A structure of composition C35H38O4PdSSe2, computed with ωB97M-V with the def2-TZVPD basis set.

Atoms and positions in Å:
Pd 0.35935 -1.79635 -0.15174
C -0.18800 -4.71765 4.86860
Se 0.21074 -3.84773 3.17689
C -0.68928 -5.13600 2.04427
C -1.78768 -4.52930 1.19644
Se -1.27544 -3.54398 -0.40985
C -2.95061 -2.59273 -0.51417
H 0.22256 -5.72443 4.89265
H -1.25947 -4.73738 5.05485
H 0.29587 -4.12414 5.64216
H -1.16562 -5.85538 2.71140
H 0.05408 -5.65460 1.44341
H -2.40635 -3.85042 1.78257
H -2.42071 -5.32019 0.78756
H -3.71971 -3.33485 -0.72295
H -2.86146 -1.87407 -1.31971
H -3.14113 -2.08980 0.43003
C 2.27914 -1.65345 -2.77086
C 2.52918 -0.36569 -2.02362
C 3.99093 0.03506 -2.03147
O 2.09398 -0.47425 -0.64505
C 1.55908 0.82395 -0.31878
C 0.80112 1.16320 -1.60225
O 1.73781 0.67822 -2.57123
C -0.61644 0.57688 -1.83575
O -0.73406 -0.78325 -1.51240
C -0.97510 0.68651 -3.33574
C -0.41535 1.63155 -4.18964
C -0.82643 1.73066 -5.51309
C -1.80582 0.88664 -6.00816
C -2.37223 -0.05985 -5.16487
C -1.96039 -0.15403 -3.84627
C -1.66758 1.43647 -1.10670
C -1.79697 2.79423 -1.38858
C -2.80099 3.55211 -0.80443
C -3.71283 2.95774 0.05482
C -3.59183 1.60732 0.34199
C -2.56910 0.86226 -0.22438
C 0.90148 0.72898 1.05294
O -0.09062 -0.25019 1.06500
C 2.00448 0.40828 2.08510
C 1.80059 -0.63674 2.97228
C 2.76005 -0.96162 3.92193
C 3.93748 -0.23691 4.00179
C 4.14273 0.82519 3.12979
C 3.18210 1.14638 2.18477
C 0.30499 2.08686 1.46118
C -0.78147 2.09988 2.32834
C -1.28958 3.29737 2.80360
C -0.72161 4.50476 2.42106
C 0.35822 4.50195 1.55376
C 0.86913 3.30025 1.08147
H 2.79521 -2.48393 -2.29092
H 2.65763 -1.53419 -3.78667
H 1.20964 -1.85577 -2.82344
H 4.60025 -0.77191 -1.62661
H 4.15375 0.93271 -1.43546
H 4.30177 0.24091 -3.05549
H 2.40503 1.51013 -0.26400
H 0.75622 2.24483 -1.72371
H 0.36686 2.29268 -3.84373
H -0.36942 2.47047 -6.15843
H -2.12420 0.96314 -7.03984
H -3.14063 -0.72656 -5.53607
H -2.40355 -0.89370 -3.19556
H -1.12871 3.27450 -2.09322
H -2.87633 4.60781 -1.03256
H -4.50264 3.54646 0.50415
H -4.28460 1.13439 1.02819
H -2.42821 -0.17034 0.03903
H 0.87320 -1.18573 2.90121
H 2.58605 -1.79153 4.59658
H 4.68911 -0.48962 4.73852
H 5.05274 1.40863 3.19043
H 3.35644 1.99607 1.53545
H -1.22616 1.15740 2.61727
H -2.14066 3.28831 3.47320
H -1.12152 5.43994 2.79160
H 0.80917 5.43496 1.24000
H 1.71690 3.33442 0.40771
S 1.61546 -3.39220 0.36340

Forces on atoms 1 to 2 (eV/Å):
Pd -0.5 0.8 -0.4
C 0.0 0.0 0.1

Summary:
* total energy: -6986.2754 Eh
* HOMO-LUMO gap (alpha / beta): 0.2421 / 0.2396 Ha
* highest occupied orbital energy (alpha / beta): -8.20 / -8.17 eV
* spin multiplicity: 1
* charge: 0